55
Properties=species:S:1:pos:R:3:forces:R:3 method="wB97M-V/def2-TZVPD" homo_ev=-8.72 spin_multiplicity=1 lumo_energy_ev=0.573 total_charge=0 total_energy_ev=-41180.894 de_lowest_ev=0.000
C -2.6526 -3.8525 -0.4984 0.0 -0.1 0.0
C -2.7282 -2.4503 0.0156 -0.1 0.1 -0.1
C -3.5269 -1.4893 -0.5870 0.0 -0.2 0.0
C -3.5312 -0.1807 -0.1317 0.0 0.1 0.2
C -2.7393 0.1921 0.9423 -0.2 0.0 -0.1
C -1.9684 -0.7792 1.5741 -0.1 0.0 0.0
C -1.9638 -2.0805 1.1182 0.0 0.1 0.0
H -1.3468 -2.8242 1.5993 0.1 -0.1 0.1
H -1.3662 -0.4969 2.4269 0.1 0.0 0.1
C -2.5898 1.6309 1.3632 0.0 0.0 0.1
N -1.2178 2.0361 1.1049 -0.3 0.1 -0.3
C -0.3114 2.1894 2.0933 0.5 0.3 -0.4
O -0.6032 2.3236 3.2620 0.0 -0.1 0.5
C 1.1330 2.1182 1.6043 0.0 -0.1 0.2
C 1.5161 0.6452 1.6568 0.5 -0.3 -0.3
H 0.8252 0.0496 1.0553 -0.1 0.0 0.1
H 1.5144 0.2921 2.6885 -0.1 0.0 0.0
S 3.1944 0.3784 0.9881 0.1 0.1 0.4
C 3.4809 -1.3746 1.4632 -0.1 0.5 0.0
C 2.3271 -2.3415 1.2397 -0.1 0.0 -0.1
C 1.6548 -2.4044 -0.1312 0.4 0.0 0.4
O 0.7009 -3.1363 -0.3109 -0.4 -0.2 0.0
N 2.1957 -1.6430 -1.0997 0.3 0.0 -0.4
H 2.8862 -0.9482 -0.8449 -0.2 -0.1 0.1
C 1.5118 -1.4037 -2.3568 -0.1 -0.1 -0.1
C 0.8733 -0.0388 -2.3297 0.0 -0.1 -0.1
C 1.6654 1.1004 -2.4203 -0.1 0.0 0.0
C 1.1021 2.3599 -2.3384 0.0 0.0 0.0
C -0.2695 2.5160 -2.1733 -0.1 0.0 0.0
C -1.0569 1.3730 -2.0791 0.1 0.1 -0.1
C -0.4935 0.1100 -2.1459 0.1 -0.1 0.0
H -1.1221 -0.7632 -2.0528 -0.1 -0.1 0.0
H -2.1265 1.4698 -1.9617 -0.1 0.0 0.0
C -0.8820 3.8795 -2.0661 0.0 0.0 0.0
H -0.2967 4.6112 -2.6177 0.0 0.1 0.0
H -0.9184 4.1956 -1.0222 0.0 0.1 0.1
H -1.8989 3.8779 -2.4515 -0.1 0.1 0.0
H 1.7334 3.2340 -2.4105 0.1 0.1 0.0
H 2.7327 1.0017 -2.5584 0.1 0.0 0.0
H 0.7581 -2.1854 -2.4686 0.1 0.1 -0.1
H 2.2396 -1.4746 -3.1712 -0.1 0.0 0.0
H 1.5250 -2.1473 1.9568 0.0 -0.1 -0.1
H 2.6916 -3.3504 1.4552 -0.1 0.0 0.0
H 4.3594 -1.6651 0.8861 0.0 0.0 0.1
H 3.7487 -1.3730 2.5213 0.1 -0.1 -0.1
H 1.7748 2.6956 2.2697 -0.1 0.0 0.0
H 1.2288 2.4975 0.5858 0.0 0.0 0.0
H -0.8870 1.8417 0.1684 0.1 0.0 0.2
H -2.7596 1.7591 2.4353 0.0 0.1 -0.1
H -3.2748 2.2785 0.8084 0.0 -0.1 0.1
H -4.1545 0.5556 -0.6207 0.0 0.1 -0.1
H -4.1415 -1.7594 -1.4346 0.0 -0.1 -0.1
H -3.0542 -4.5492 0.2367 0.0 -0.1 0.0
H -1.6092 -4.1128 -0.6699 0.0 -0.1 -0.1
H -3.2099 -3.9650 -1.4252 0.0 -0.1 -0.1